No. 1
The following is a quantum chemistry calculation of one molecule with the formula C3H4INO2, from OMol25.

Last column: Löwdin charge in e.
Positions of all 11 atoms, in Å:
1 C 1.517 0.470 0.665  -0.46
2 C -0.464 -0.282 -0.369  -0.20
3 C 0.016 0.767 1.587  -0.54
4 N 0.952 -0.121 -0.436  0.09
5 O 2.569 0.825 1.024  0.12
6 O -0.951 0.659 0.657  -0.17
7 I -0.005 -0.926 3.146  0.61
8 H -1.116 0.123 -1.340  0.18
9 H -0.790 -1.389 -0.352  0.14
10 H -0.108 1.699 2.214  0.10
11 H 1.439 -0.722 -1.031  0.13

Its SMILES is O=C1NCO[C@H]1I. The energy above the lowest of the compared OMol25 structures with the same formula, charge and spin comes out at 135.3 kJ/mol. The calculation puts the HOMO energy at -0.3394 hartree. As for the total energy: -619.59480 Eh. Its frontier orbital gap is 9.51 eV.

---

No. 2
The following is a quantum chemistry calculation of an isolated ion of composition C4H10N3S and charge +1, from OMol25.

Last column: Löwdin charge in e.
Positions of all 18 atoms, in Å:
1 C 1.186 0.769 -1.763  -0.19
2 C 1.653 0.729 -0.253  -0.05
3 C -0.645 -0.102 -0.221  -0.47
4 C 0.654 0.118 1.916  0.00
5 N 0.102 0.261 -2.066  0.13
6 N -3.022 -1.228 -0.705  -0.32
7 N 0.657 -0.139 0.446  -0.23
8 S -1.422 -1.586 -0.349  0.93
9 H 1.833 1.169 -2.462  0.09
10 H 2.592 0.296 -0.023  0.12
11 H 1.481 1.684 0.318  0.15
12 H -1.052 0.924 -0.471  0.15
13 H 0.054 -0.741 2.437  0.14
14 H 1.699 0.019 2.190  0.10
15 H 0.233 1.154 2.261  0.15
16 H -3.420 -1.424 -1.664  0.10
17 H -3.586 -0.830 0.035  0.05
18 H 1.003 -1.073 0.374  0.15

The energy above the lowest of the compared OMol25 structures with the same formula, charge and spin comes out at 407.9 kJ/mol. The calculation puts the HOMO energy at -0.4545 hartree. As for the total energy: -720.47504 Eh. The net charge is +1. Its frontier orbital gap is 8.75 eV.

---

No. 3
The following is a quantum chemistry calculation of a 10-piece molecular cluster, C30H60O30 overall, from OMol25.

Last column: Löwdin charge in e.
Positions of all 120 atoms, in Å:
1 C 54.799 18.663 16.441  0.00
2 O 55.110 17.420 15.677  -0.01
3 C 56.089 16.579 16.106  -0.53
4 O 56.899 16.856 16.988  0.09
5 O 56.116 15.371 15.456  -0.05
6 C 57.178 14.402 15.705  -0.01
7 H 55.717 19.107 16.874  0.10
8 H 54.118 18.636 17.155  0.01
9 H 54.302 19.535 15.808  0.14
10 H 58.210 14.576 15.293  0.11
11 H 56.635 13.657 15.336  0.03
12 H 57.410 14.422 16.848  0.12
13 C 47.287 18.595 17.060  -0.10
14 O 48.020 17.998 18.086  0.02
15 C 47.428 17.970 19.297  -0.58
16 O 46.318 18.518 19.552  0.05
17 O 48.105 17.355 20.223  0.00
18 C 47.677 17.284 21.660  0.03
19 H 46.176 18.410 16.609  0.16
20 H 47.832 18.637 15.944  0.14
21 H 47.387 19.591 17.146  0.02
22 H 48.179 16.549 22.156  0.05
23 H 46.649 16.823 21.635  0.09
24 H 47.345 18.315 22.065  0.14
25 C 44.289 15.877 13.707  -0.05
26 O 44.201 16.187 15.091  0.01
27 C 45.056 15.751 16.021  -0.44
28 O 46.145 15.126 15.803  0.04
29 O 44.653 15.980 17.344  -0.05
30 C 45.257 15.427 18.472  -0.06
31 H 45.392 15.757 13.366  0.12
32 H 43.991 16.706 13.092  0.08
33 H 44.054 14.886 13.263  0.10
34 H 44.892 14.257 18.573  0.16
35 H 45.046 16.009 19.401  0.11
36 H 46.228 15.318 18.186  0.03
37 C 49.337 9.796 9.238  -0.03
38 O 49.689 11.096 9.685  0.05
39 C 50.059 11.340 10.871  -0.51
40 O 49.883 10.372 11.736  0.01
41 O 50.477 12.624 11.178  -0.04
42 C 50.886 12.966 12.530  0.00
43 H 48.473 9.468 9.657  0.05
44 H 50.124 9.056 9.344  0.10
45 H 49.103 9.488 8.178  0.12
46 H 51.800 12.189 12.655  0.16
47 H 50.135 12.774 13.199  0.03
48 H 50.907 14.041 12.356  0.10
49 C 54.547 13.618 19.826  -0.09
50 O 54.697 12.432 19.170  0.01
51 C 55.920 12.046 18.792  -0.56
52 O 56.915 12.793 18.794  0.07
53 O 56.064 10.784 18.415  0.01
54 C 57.414 10.266 18.302  -0.05
55 H 53.526 13.732 20.313  0.11
56 H 54.627 14.472 19.110  0.11
57 H 55.100 13.754 20.688  0.07
58 H 57.986 10.298 17.349  0.09
59 H 57.349 9.202 18.516  0.08
60 H 58.131 10.597 19.195  0.14
61 C 52.008 9.665 15.382  -0.07
62 O 53.253 9.116 15.637  0.02
63 C 54.383 9.515 14.837  -0.50
64 O 54.306 10.530 14.169  0.09
65 O 55.485 8.833 15.061  -0.01
66 C 56.745 9.270 14.421  -0.01
67 H 51.692 10.269 15.986  0.00
68 H 51.194 8.949 15.440  0.13
69 H 51.778 10.149 14.629  0.01
70 H 56.586 9.508 13.349  0.10
71 H 57.533 8.430 14.711  0.14
72 H 57.116 10.205 14.878  0.08
73 C 44.815 11.272 11.132  -0.04
74 O 45.917 11.780 11.878  -0.03
75 C 46.293 11.184 13.015  -0.50
76 O 45.722 10.114 13.416  0.04
77 O 47.383 11.720 13.631  -0.04
78 C 47.853 11.368 14.916  -0.05
79 H 45.085 10.269 10.715  0.11
80 H 44.404 11.880 10.349  0.08
81 H 44.061 11.152 12.028  0.13
82 H 47.372 10.518 15.293  0.05
83 H 47.451 12.063 15.718  0.11
84 H 49.050 11.198 14.810  0.15
85 C 51.290 16.279 18.334  -0.04
86 O 51.642 17.428 19.033  0.01
87 C 52.422 17.322 20.073  -0.61
88 O 52.844 16.306 20.488  0.15
89 O 52.457 18.557 20.733  -0.03
90 C 53.338 18.763 21.924  0.00
91 H 50.576 16.465 17.426  0.13
92 H 50.736 15.630 19.041  0.11
93 H 52.175 15.687 18.006  0.10
94 H 53.153 19.649 22.446  0.07
95 H 54.340 18.684 21.533  0.09
96 H 53.245 17.964 22.634  0.08
97 C 49.605 20.721 15.087  -0.05
98 O 50.079 19.418 15.066  -0.02
99 C 50.962 18.958 14.306  -0.69
100 O 51.315 19.481 13.230  0.07
101 O 51.292 17.751 14.578  0.04
102 C 52.048 16.961 13.640  -0.03
103 H 50.261 21.630 14.844  0.12
104 H 49.235 20.629 16.111  0.08
105 H 48.644 20.642 14.267  0.17
106 H 52.851 17.344 12.968  0.11
107 H 51.428 16.620 12.887  0.05
108 H 52.390 15.951 14.132  0.12
109 C 48.804 14.921 15.788  0.05
110 O 50.241 14.812 15.348  0.01
111 C 51.035 13.883 15.834  -0.67
112 O 50.583 12.984 16.572  0.07
113 O 52.235 14.027 15.434  -0.01
114 C 53.329 13.236 15.915  0.01
115 H 48.234 14.254 15.158  0.09
116 H 48.455 15.862 15.669  0.06
117 H 48.690 14.764 16.655  -0.02
118 H 53.935 13.161 14.989  0.11
119 H 52.968 12.368 16.610  0.14
120 H 53.893 13.861 16.581  0.06

Its SMILES is COC(=O)OC.COC(=O)OC.COC(=O)OC.COC(=O)OC.COC(=O)OC.COC(=O)OC.COC(=O)OC.COC(=O)OC.COC(=O)OC.COC(=O)OC. The energy above the lowest of the compared OMol25 structures with the same formula, charge and spin comes out at 1585.0 kJ/mol. The calculation puts the HOMO energy at -0.3669 hartree. As for the total energy: -3435.74645 Eh. Its frontier orbital gap is 10.42 eV.

---

No. 4
The following is a quantum chemistry calculation of C3H6BF4NO2PdTe4 as an isolated structure, from OMol25.

Last column: Löwdin charge in e.
Positions of all 22 atoms, in Å:
1 Pd 0.862 -1.628 0.706  0.06
2 N 0.374 0.511 0.261  -0.06
3 C -0.253 0.685 -1.062  -0.25
4 C 0.547 0.008 -2.162  -0.13
5 C 0.338 -1.513 -2.326  -0.70
6 O -0.066 -2.161 -1.295  -0.31
7 O 0.609 -2.006 -3.424  -0.03
8 H -0.224 0.932 0.970  0.07
9 H 1.247 1.027 0.274  0.08
10 H -0.373 1.751 -1.276  0.10
11 H -1.252 0.256 -1.003  0.12
12 H 1.620 0.174 -2.003  0.11
13 H 0.311 0.465 -3.125  0.10
14 Te 2.676 -1.360 2.656  -0.10
15 Te 1.996 -3.315 4.356  -0.22
16 Te 1.604 -5.479 2.693  -0.15
17 Te 0.756 -4.301 0.496  0.28
18 F -1.011 2.828 1.795  0.07
19 B -2.160 3.193 1.057  -1.26
20 F -2.802 4.294 1.662  0.07
21 F -1.762 3.543 -0.246  0.07
22 F -3.037 2.096 0.996  0.08

The energy above the lowest of the compared OMol25 structures with the same formula, charge and spin comes out at 0.0 kJ/mol. Its spin multiplicity is 3. The calculation puts the HOMO energy (alpha / beta) at -0.0448 / -0.0699 hartree. The expectation value of S² is 2.019. As for the total energy: -1947.83723 Eh. The net charge is -2. Its frontier orbital gap (alpha / beta) is 5.02 / 4.97 eV.

---

> Number 1 is which compound?

C3H4INO2